C5H8O | wB97M-V/def2-TZVPD

The geometry in XYZ format:
```
14
Properties=species:S:1:pos:R:3:nbo_charge:R:1
C 0.28041 1.92288 -1.12218 0.2702
C 0.81926 -0.65765 0.29364 -0.2473
C 0.72178 -1.60712 -0.64554 -0.3559
O 1.30735 2.44043 -1.54752 -0.5113
H -0.35546 1.26058 -1.73150 0.1149
H 1.79903 -0.23733 0.51644 0.2124
H -0.21073 -2.10949 -0.88115 0.1953
H 1.58385 -1.86702 -1.25264 0.2053
C -0.22964 -0.29757 1.27192 -0.2262
C -1.54690 -0.30056 1.03285 -0.3849
H -1.94984 -0.40493 0.03113 0.1926
H 0.13294 -0.16228 2.28924 0.2101
H -0.10521 2.12648 -0.09459 0.1204
H -2.24684 -0.10641 1.83990 0.2045
```

- HOMO-LUMO gap: 9.81 eV
- Energy above the lowest of the compared OMol25 structures with the same formula, charge and spin: 57.5 kcal/mol
- Structure (SMILES): C=CC=C.C=O
- E_LUMO: 0.446 eV
- Calculated total energy: -270.4663 hartree



C5H8O | wB97M-V/def2-TZVPD

The geometry in XYZ format:
```
14
Properties=species:S:1:pos:R:3:nbo_charge:R:1
O 1.75024 -1.49467 -0.58216 -0.4876
C 0.62503 -1.78033 -0.44667 0.7395
C -0.12128 0.88194 -0.62103 -0.4394
C 0.31234 1.93420 0.34803 -0.4196
C -0.04168 0.57886 0.86259 -0.4280
C -0.61501 -2.18254 -0.28989 -0.7933
H 0.62284 0.52204 -1.32406 0.2229
H -1.11810 0.93679 -1.04865 0.2130
H 1.37196 2.16679 0.33901 0.2150
H -0.34763 2.76749 0.54541 0.2129
H -0.98969 0.44076 1.37633 0.2138
H 0.75674 -0.03114 1.27547 0.2212
H -0.76521 -3.24880 -0.23684 0.2622
H -1.44056 -1.49138 -0.19754 0.2672
```

- HOMO-LUMO gap: 10.19 eV
- Energy above the lowest of the compared OMol25 structures with the same formula, charge and spin: 53.4 kcal/mol
- Structure (SMILES): C1CC1.C=C=O
- E_LUMO: 1.009 eV
- Calculated total energy: -270.4727 hartree



C5H8O | wB97M-V/def2-TZVPD

The geometry in XYZ format:
```
14
Properties=species:S:1:pos:R:3:nbo_charge:R:1
C -1.63659 -0.31596 -0.16475 -0.4723
C -1.17736 1.12438 0.03680 -0.5539
C -0.47202 -0.46415 0.73272 -0.0784
C 0.80213 -0.63387 -0.04026 -0.0595
C 2.08916 -0.33033 0.60185 -0.1007
O 1.63164 -1.65776 0.49883 -0.4619
H -1.53992 -0.65597 -1.19999 0.2040
H -2.61800 -0.54111 0.25011 0.2172
H -1.91757 1.76602 0.51167 0.2510
H -0.67701 1.56995 -0.82014 0.2297
H -0.42147 1.02031 0.92612 0.2914
H 0.77814 -0.64059 -1.13836 0.1625
H 2.95001 -0.08094 -0.01964 0.1820
H 2.08537 0.08632 1.60829 0.1887
```

- HOMO-LUMO gap: 9.35 eV
- Energy above the lowest of the compared OMol25 structures with the same formula, charge and spin: 120.1 kcal/mol
- E_LUMO: 0.892 eV
- Calculated total energy: -270.3665 hartree



C5H8O | wB97M-V/def2-TZVPD

The geometry in XYZ format:
```
14
Properties=species:S:1:pos:R:3:nbo_charge:R:1
C 0.70497 0.75687 -1.21981 -0.4349
C -0.63582 0.31928 -0.70653 -0.2861
C -0.76811 -1.08035 -0.29854 0.0414
O 0.31898 -1.44728 0.39178 -0.3872
C 0.78982 -0.37421 1.03962 0.0420
C 0.49330 0.83165 0.26424 -0.2863
H 1.39142 0.01830 -1.62687 0.2147
H 0.70979 1.71451 -1.72938 0.2269
H -1.52401 0.89232 -0.95303 0.2356
H -1.30433 -1.87567 -0.79799 0.2117
H -1.43204 -0.63638 1.32385 -0.0125
H 1.61752 -0.55342 1.71209 0.2117
H -0.83197 -0.36236 1.84028 -0.0126
H 0.47048 1.79674 0.76030 0.2356
```

- HOMO-LUMO gap: 8.41 eV
- Energy above the lowest of the compared OMol25 structures with the same formula, charge and spin: 112.7 kcal/mol
- E_LUMO: 0.927 eV
- Calculated total energy: -270.3783 hartree



Sequential max |F| output: 2.21 1.04 0.34 0.29 eV/Å